Record 1
ORCA calculation (the ωB97M-V functional and the def2-TZVPD basis) on C31H31CoN5O6PS2 as an isolated structure.

Values from the calculation:
HOMO energy (spin up / spin down) = -0.178 / -0.173 hartree
Calculated total energy = -4445.68454 Ha
⟨S²⟩ = 0.7580
Frontier orbital gap (spin up / spin down) = 6.6 / 6.5 eV
Spin multiplicity = 2
Relative energy (zero: lowest compared OMol25 entry of this formula, charge and spin) = 66.38 kcal per mole
Net charge = -1

```
77
Properties=species:S:1:pos:R:3:forces:R:3:lowdin_spin:R:1
C -2.2916 -6.1146 -3.9320 0.008 0.002 0.009 0.000
H -3.8869 -1.2601 2.0259 -0.003 -0.007 -0.022 0.000
C -1.7954 -2.5704 2.6863 0.011 -0.038 0.036 0.001
H -3.8905 0.4682 1.6554 0.018 -0.004 -0.004 0.000
H 3.2710 3.2724 -0.7327 0.001 0.003 0.007 0.000
C -2.4846 -3.3363 0.3119 0.030 0.049 0.002 0.000
C -0.0378 -4.5897 1.0465 0.032 0.006 -0.094 0.000
H 6.1780 1.3695 1.7199 -0.005 0.004 0.000 0.000
C -1.1759 -1.4122 1.9559 -0.035 0.049 0.033 0.001
C -3.0767 -5.7715 -5.0259 -0.013 -0.003 -0.005 0.000
H 7.7993 5.8425 0.5230 -0.001 -0.005 0.002 0.000
O 0.1075 1.7705 1.9163 0.006 0.009 -0.042 -0.012
H 0.1928 -1.7440 -3.5702 -0.044 0.066 0.052 0.000
O 0.4644 -0.9035 -0.8832 0.005 0.113 -0.169 -0.005
H 0.4963 -3.3667 -2.9685 0.019 0.008 -0.013 0.000
C -2.3233 -3.7193 1.7507 -0.064 -0.024 0.034 0.000
C -1.5969 2.0388 -1.2285 0.053 0.070 -0.069 0.005
H -3.2379 -4.1404 2.1723 -0.015 -0.012 -0.058 0.000
H 6.8044 6.2489 1.9172 -0.001 -0.007 0.000 0.000
H -3.2880 -2.4357 -4.4918 0.007 0.008 0.003 0.000
H 2.6088 0.5934 3.0826 0.013 0.007 -0.016 0.000
N -1.4585 0.3207 0.4075 0.054 0.029 -0.101 0.000
C 0.9853 -1.9234 2.6751 0.070 0.017 -0.031 0.002
H -3.1439 0.8789 -0.5652 0.000 -0.005 -0.016 0.000
H -2.1522 3.4595 -2.5210 0.020 -0.011 -0.002 0.001
H -3.4307 2.8801 -1.5701 0.006 -0.002 0.003 0.001
N -2.1949 1.1570 -0.3620 -0.072 -0.018 0.082 0.000
C 4.8636 4.5391 -0.0254 0.005 0.000 0.006 0.000
C 4.1816 3.3392 -0.1501 0.006 0.002 -0.008 0.000
C -3.4290 -4.4462 -5.2282 -0.004 -0.002 -0.012 0.000
H 0.6386 -4.0102 -0.8279 -0.027 -0.020 0.006 0.000
O 3.5456 0.4954 -1.1163 -0.021 -0.018 -0.111 0.000
N 2.3731 0.9866 0.9903 -0.132 -0.209 -0.160 -0.007
O 4.5480 -0.3123 1.0098 0.004 0.018 0.012 0.000
P -1.6226 -2.4430 -2.1380 -0.098 0.036 0.113 0.000
H -2.5274 -2.1859 3.4011 -0.001 -0.036 0.008 0.000
O 2.1723 -2.2718 -1.4710 0.031 0.042 0.134 -0.001
H 6.2842 6.7193 0.2993 0.002 -0.004 0.000 0.000
C -3.0000 -3.4698 -4.3377 -0.001 0.000 0.013 0.000
H 3.1804 2.1700 2.5673 -0.027 0.008 0.001 0.000
H 7.4053 3.5224 1.9520 0.000 0.005 -0.003 0.000
C 6.7686 5.9293 0.8735 0.003 0.026 -0.003 0.000
H -1.2733 -5.5799 2.4761 -0.029 0.007 0.016 0.000
C 2.4114 1.4142 2.3770 0.029 0.003 0.106 0.000
H -3.4132 -6.5361 -5.7152 0.001 0.002 -0.001 0.000
C 5.8216 2.2693 1.2358 0.030 -0.040 0.001 0.000
Co 0.5222 0.5104 0.5220 0.083 -0.009 0.041 0.945
C -1.4536 -3.3463 -0.5380 0.008 -0.003 -0.031 0.000
C -0.1902 -3.9948 -0.1337 0.020 -0.115 0.082 0.000
C 6.4995 3.4746 1.3563 -0.003 0.005 -0.001 0.000
H -2.0124 -7.1482 -3.7671 -0.003 -0.001 -0.004 0.000
N -2.5342 2.6921 -1.9935 -0.041 -0.002 0.024 0.002
C 1.0549 -1.7978 -1.5806 0.024 0.109 -0.057 0.000
C 1.0585 2.0210 2.7518 0.106 0.111 -0.051 0.000
C -2.2047 -3.7972 -3.2427 0.005 -0.095 -0.007 0.000
N 0.0651 -1.1433 1.9457 -0.002 0.012 0.014 0.034
O 0.9419 2.6811 3.7770 -0.040 -0.060 0.039 -0.002
C -1.0716 -4.5652 2.1232 0.012 0.030 -0.030 0.000
H -3.4355 -2.9168 0.0009 -0.012 0.044 0.004 0.000
C -0.7480 -3.5491 3.2715 -0.077 -0.041 0.050 0.000
H 0.9000 -5.0876 1.2683 -0.006 0.002 0.011 0.000
C 6.0312 4.6245 0.7294 -0.008 -0.013 0.000 0.000
H 1.4007 -3.5764 3.8793 -0.006 -0.002 0.000 0.000
C -2.0590 -0.5028 1.1755 -0.089 0.058 -0.002 -0.002
H -1.0730 -3.9453 4.2347 0.025 0.006 0.011 0.000
S 0.0126 2.2928 -1.3765 0.014 -0.039 0.016 0.034
S 3.7502 0.6671 0.2960 -0.004 0.071 0.200 0.001
H 1.9974 -1.5439 2.6229 0.013 -0.047 0.039 0.000
H -4.0423 -4.1703 -6.0774 -0.001 -0.003 0.000 0.000
H -1.2411 -5.4138 -2.2044 -0.004 -0.006 -0.015 0.000
C -3.5507 -0.5134 1.3126 -0.018 -0.037 -0.006 0.000
H -4.0358 -0.7308 0.3565 -0.020 -0.017 0.010 0.000
H 4.4823 5.4270 -0.5179 0.000 -0.001 0.001 0.000
C 4.6638 2.2013 0.4800 -0.036 0.012 -0.056 0.000
C 0.6440 -3.0215 3.3384 0.097 -0.004 0.018 0.002
C -1.8568 -5.1355 -3.0523 -0.028 -0.011 -0.021 0.000
C 0.1331 -2.3785 -2.6824 0.122 -0.079 -0.021 0.000
```
Forces are in eV/Å.

=====

Record 2
ORCA calculation (the ωB97M-V functional and the def2-TZVPD basis) on C31H31EuN7O5S as an isolated structure at a distorted geometry.

Values from the calculation:
HOMO energy (spin up / spin down) = -0.467 / -0.490 hartree
Calculated total energy = -3067.40955 Ha
⟨S²⟩ = 15.7592
Frontier orbital gap (spin up / spin down) = 5.8 / 6.5 eV
Spin multiplicity = 8
Relative energy (zero: lowest compared OMol25 entry of this formula, charge and spin) = 5.35 kcal per mole
Net charge = +2

```
76
Properties=species:S:1:pos:R:3:forces:R:3:lowdin_spin:R:1
C -14.9721 -1.7115 15.2793 -1.496 0.269 0.709 0.001
N -16.7194 -2.0427 17.5906 0.868 -0.141 -0.539 0.000
C -13.0988 2.0296 18.9147 1.478 -0.607 2.437 0.003
C -11.8381 -1.2377 20.0281 -0.570 -0.531 0.855 0.003
C -7.9391 1.7699 16.0029 1.356 0.157 0.221 0.000
N -15.4811 -4.0339 16.7747 0.261 0.452 0.519 0.000
C -7.4379 0.0664 17.6131 -0.266 0.057 1.912 0.000
C -8.3630 -1.7986 11.0746 0.621 -1.038 0.830 0.000
N -12.9291 0.6966 19.1004 0.522 0.687 -0.874 -0.003
H -15.0020 -1.4847 18.6974 -0.149 0.022 -0.312 0.000
C -12.3261 0.1832 20.1784 -0.528 1.802 0.610 0.003
C -15.4236 -1.3538 17.6865 -0.844 0.696 -0.399 0.001
H -9.6654 -2.6815 16.7295 0.532 0.437 -0.551 0.001
C -13.2148 2.4837 17.5079 -0.525 -0.841 -0.681 0.003
C -9.2698 1.4888 16.1817 0.237 -0.707 -0.304 0.001
H -15.0985 -0.6380 15.0482 0.156 -0.340 0.079 0.000
O -13.4712 3.7509 17.4044 0.159 0.894 -0.964 0.002
H -16.1274 -3.6130 18.7911 0.343 -0.428 0.166 0.000
H -6.8402 -0.4286 18.3905 0.409 0.235 -0.896 0.000
C -7.4899 -4.9306 15.3849 1.897 -0.187 -0.245 0.000
C -9.5770 -4.9778 14.2292 -0.320 0.923 -0.154 0.000
C -10.2062 -1.8868 12.6295 1.465 1.155 -0.346 0.000
C -9.1961 -3.3362 15.9943 -0.256 -0.131 -1.943 0.001
H -9.1989 -0.4648 18.7506 -0.035 -0.864 0.261 0.000
C -6.9749 1.0265 16.7068 -2.034 -0.145 0.111 0.001
H -6.4121 -5.1594 15.4654 -0.841 -0.487 -0.125 0.000
H -13.5337 -3.6509 16.1635 0.317 -0.132 -0.351 0.000
H -7.1832 -3.3023 16.6764 0.554 0.186 1.131 0.000
O -11.9483 -1.8254 18.9671 0.414 0.169 0.797 -0.005
H -10.2529 -5.4502 13.5089 0.325 0.287 0.094 0.000
C -12.3302 2.4188 21.1704 -0.212 -1.208 -0.047 0.003
H -7.8728 0.0789 10.2129 -0.195 -0.142 0.116 0.000
N -14.4327 -1.8449 16.6969 0.287 0.142 -0.833 -0.010
C -8.7925 -0.0291 17.8658 -0.452 1.386 -2.175 0.001
C -17.2542 -1.8285 16.2323 2.750 -0.083 -0.618 0.000
H -13.3978 4.0461 16.4599 -0.220 -0.286 0.808 0.000
H -17.4226 -3.9866 17.6646 -0.405 -0.591 -0.149 0.000
H -8.2424 -6.5959 14.0882 0.534 1.248 0.599 0.000
H -9.8838 1.2137 11.0923 -0.092 -0.439 0.311 0.000
H -12.6931 4.0137 19.7134 -0.397 -0.412 0.409 0.000
N -16.2864 -2.3790 15.1474 0.162 0.732 1.198 0.000
H -12.1520 3.0791 22.0163 0.189 -0.176 -0.196 0.000
S -11.1068 -2.6763 13.9956 -0.424 1.229 1.037 0.000
H -11.5700 0.6609 22.1648 -0.128 -0.022 0.365 0.000
C -7.8891 -3.8475 16.1136 -2.020 0.645 -0.095 0.000
H -14.3061 -2.1893 14.5509 0.196 0.224 0.341 0.000
H -7.5186 -2.2763 10.6185 0.220 -0.279 -0.201 0.000
C -9.1241 -2.5153 11.9918 -1.262 -1.475 0.417 0.000
C -16.0263 -3.7960 15.4141 -1.515 0.022 0.924 0.000
O -11.3359 -1.8427 21.1107 -0.081 0.660 -0.799 0.002
H -18.1525 -2.3873 16.1759 -1.046 -0.146 -0.414 0.000
H -16.9977 -4.3043 15.4138 0.174 -0.053 -0.230 0.000
C -12.7593 2.9465 19.9519 0.002 -0.755 -0.924 0.000
C -8.5520 -0.4685 10.8657 -0.879 1.245 -0.773 0.000
H -11.3335 0.0117 12.8467 1.236 -0.783 -0.896 0.000
C -5.6034 1.2754 16.6000 6.021 0.259 -0.960 0.000
C -9.6892 0.1742 11.3737 0.160 -0.535 0.854 0.000
H -8.9785 -3.6265 12.1801 0.199 1.678 -0.335 0.000
H -17.3273 -0.7487 16.0174 -0.440 -0.496 0.207 0.000
H -7.6378 2.6014 15.3744 0.025 -0.241 -0.064 0.000
H -9.9669 2.0033 15.5410 -0.481 -0.017 0.095 0.000
C -12.0920 1.0144 21.2929 0.076 1.092 -1.096 0.000
C -16.4700 -3.5103 17.7713 0.707 1.294 -0.838 0.000
O -13.0435 1.7299 16.5502 -0.261 1.030 0.532 -0.007
Eu -12.2470 -0.4938 16.9146 0.628 -0.728 -0.972 7.014
C -9.9038 -3.7321 14.8049 0.778 -0.454 1.185 0.000
H -13.7471 -3.4361 17.8538 0.326 -0.322 1.542 0.000
N -9.7011 0.5790 17.0488 -0.289 -0.064 1.283 -0.005
N -4.4236 1.3584 16.4659 -4.612 -0.155 0.602 0.000
C -10.4783 -0.5165 12.3103 -1.122 -0.054 0.795 0.000
C -14.2106 -3.2897 16.9235 -1.743 -0.082 -1.462 0.001
O -11.2764 -1.4711 14.9847 -0.176 -1.312 -0.798 -0.010
H -11.2493 -1.2318 21.8667 -0.137 -0.396 -0.265 0.000
H -15.4428 -4.2035 14.5976 0.521 -0.194 0.174 0.000
H -15.6186 -0.2546 17.4965 0.328 -1.021 0.238 0.000
C -8.3691 -5.5801 14.5514 -0.979 -1.818 -0.939 0.000
```
Forces are in eV/Å.

=====

Record 3
ORCA calculation (the ωB97M-V functional and the def2-TZVPD basis) on a 4-piece molecular cluster, C31H31F10N8O11S2 overall at a distorted geometry.

Values from the calculation:
HOMO energy = -0.413 hartree
Calculated total energy = -4260.02307 Ha
Frontier orbital gap = 7.7 eV
Net charge = +1

```
93
Properties=species:S:1:pos:R:3:forces:R:3:mulliken_charge:R:1
N 0.5147 -4.3018 1.7339 -0.015 0.035 -0.023 1.051
F -2.0578 4.7442 1.1123 0.130 -0.093 0.112 -0.241
H -0.1092 -4.4626 -7.2791 -0.031 -0.004 -0.005 0.384
F 0.9335 1.8761 5.9363 -0.151 0.230 -0.127 -0.336
O -0.0153 -3.8555 2.7371 0.018 0.121 0.098 -0.624
C 3.2057 2.7250 5.8524 -0.099 0.305 -0.793 -1.218
H -0.0708 4.7990 -0.3011 0.030 0.159 0.050 0.224
C 1.0119 -3.7987 -4.1627 -0.068 0.163 0.035 -0.359
C 0.9673 4.5944 4.8554 0.553 0.418 0.430 -0.222
N 2.5273 -5.1053 -2.7387 0.020 0.023 0.066 1.103
O -0.0713 6.8777 3.4526 -0.137 -0.777 0.532 -0.594
H -4.6440 -4.4705 -10.1819 0.006 -0.017 -0.002 0.377
H -3.3580 -4.7255 -8.0865 0.027 0.025 0.088 0.429
C 3.5335 -6.3194 0.9297 0.064 -0.016 0.108 -0.302
F -4.1254 5.8859 2.2194 -0.102 0.039 -0.090 -0.278
O 0.0932 -4.1247 0.6102 0.001 0.042 -0.069 -0.599
H 0.9448 -3.0582 -3.3805 0.053 -0.055 0.070 0.451
N -1.0566 3.0935 -1.7593 0.105 0.056 0.142 -0.596
H 4.0431 -6.7022 0.0567 -0.015 0.014 -0.038 0.431
H 2.2788 6.0691 5.9359 -0.147 0.064 0.125 0.439
H 2.7843 3.3857 6.6013 0.075 -0.129 0.294 0.339
O 0.5560 6.6815 1.1048 -0.004 -0.514 -0.367 -0.591
H 0.0380 5.1363 4.9378 -0.184 0.141 0.032 -0.388
C 0.4253 -4.5959 -6.3489 0.039 0.026 0.010 -0.351
C 0.3254 -3.6333 -5.3522 0.197 -0.099 -0.053 -0.407
O 2.4036 -4.2542 -1.8756 0.007 0.230 -0.369 -0.648
F -2.9520 7.1987 3.4630 0.353 0.216 0.080 -0.275
C -0.2538 2.6842 -0.6191 -0.004 0.119 -0.256 -0.678
H 0.9891 3.9078 5.6939 -0.130 -0.283 -0.285 0.703
C -2.9687 6.0029 2.8862 -0.282 -0.378 -0.270 0.662
F -3.9773 4.0545 3.7740 -0.049 -0.157 -0.110 -0.301
H 1.4045 -1.2515 1.7719 0.121 -0.145 0.006 0.357
F -4.1311 5.9741 5.6195 -0.200 0.252 0.014 -0.243
N 1.0193 3.9189 3.5740 -0.598 0.193 0.244 0.519
N 1.9939 1.7402 3.8848 -0.226 -0.219 -0.329 -0.157
C 2.3809 -5.5677 0.7677 -0.040 -0.203 -0.011 -0.407
C 4.0254 -6.5761 2.2020 -0.015 0.024 -0.006 -0.434
F -1.8144 4.1029 3.7734 0.458 0.022 0.043 -0.192
H 0.5261 0.2741 1.7061 0.006 0.160 -0.013 0.187
C -2.9971 5.3355 5.4228 -0.050 -0.329 -0.079 0.597
H 3.5928 3.3319 5.0348 0.041 0.119 0.029 0.388
C -4.6835 -3.6983 -9.4267 -0.044 0.080 -0.006 -0.491
C 1.7866 -4.9328 -3.9928 -0.044 0.043 -0.093 0.166
C 0.7954 3.7486 1.3778 0.509 -0.653 0.238 0.241
N 1.3215 2.6230 1.8109 -0.129 0.011 -0.115 -0.445
H 3.7581 -6.2776 4.3122 -0.002 0.002 0.015 0.394
O 2.9874 -0.5952 4.0373 -0.445 0.329 0.595 -0.701
H 1.4672 3.9937 -0.5674 0.145 0.164 -0.027 0.614
C -3.9603 -3.8457 -8.2550 0.049 -0.151 -0.087 -0.297
C 0.5066 3.9185 -0.0627 -0.279 -0.018 0.025 -0.562
H 1.9993 -5.3680 -0.2200 -0.075 0.035 0.240 0.422
H 1.7060 -4.9294 4.0378 -0.078 0.029 -0.050 0.462
H 1.2762 -6.4760 -6.9337 0.009 -0.016 -0.002 0.386
C -5.4551 -2.5620 -9.6304 0.007 -0.001 0.014 -0.436
H -2.0093 2.7772 -1.6867 -0.084 -0.067 -0.075 0.217
O -3.3329 -2.1087 -5.2324 0.005 0.071 0.033 -0.624
C 1.2042 -5.7278 -6.1569 -0.050 0.075 -0.004 -0.540
H 2.5115 0.7446 5.5780 -0.107 -0.163 -0.255 0.486
C 1.7449 -5.0860 1.8965 0.082 -0.129 0.035 0.105
C 2.1408 5.5647 4.9704 0.061 -0.047 -0.379 -0.227
N 0.5909 4.5893 2.4352 -0.102 -0.191 -0.730 -0.252
O -2.5529 -3.9790 -5.9448 -0.118 -0.051 -0.017 -0.595
H 4.9222 -7.1691 2.3228 0.009 -0.002 0.003 0.393
O 2.8844 5.7411 4.0476 0.007 0.041 0.055 -0.412
H 4.0571 2.1825 6.2416 0.007 -0.076 0.283 0.380
C -5.5115 -1.5711 -8.6593 0.011 -0.068 -0.057 -0.426
C -1.8859 5.9025 1.7597 -0.159 0.019 0.012 0.632
S 2.5012 0.2974 3.0358 1.123 -1.365 -0.587 1.406
F -2.9609 4.2650 6.2051 0.119 -0.156 0.152 -0.248
H -0.8893 2.2554 0.1521 -0.075 0.008 0.120 0.439
F -1.9714 6.1215 5.7259 0.294 0.165 0.040 -0.191
C -4.7939 -1.7093 -7.4829 -0.077 0.159 0.023 -0.351
F -2.0956 6.9109 0.9179 0.036 -0.077 0.121 -0.245
H -0.6686 2.7726 -2.6319 -0.044 -0.015 -0.106 0.241
H 2.5030 -6.7811 -4.8090 0.032 0.027 0.085 0.463
H -6.0144 -2.4484 -10.5491 -0.012 -0.003 -0.006 0.381
H -0.2800 -2.7529 -5.5015 -0.050 0.016 0.020 0.339
H -4.8320 -0.9460 -6.7209 0.062 -0.043 0.060 0.443
O 3.4257 0.6795 2.0280 -0.394 0.641 -0.240 -0.642
C -4.0263 -2.8447 -7.3037 -0.060 0.008 -0.085 0.186
O 3.2236 -6.0925 -2.6159 0.022 -0.090 0.006 -0.610
C 1.8940 -5.9045 -4.9687 0.052 -0.159 -0.094 -0.365
C 2.1692 1.7376 5.3134 0.488 -0.368 0.975 0.110
C 1.4702 2.7345 3.1357 0.132 0.190 0.357 0.510
C 2.2220 -5.3220 3.1749 0.009 0.021 0.164 -0.431
H 0.4749 1.9267 -0.8945 0.062 -0.166 0.100 0.359
C -2.9260 4.8506 3.9519 -0.602 0.250 0.063 0.509
C 3.3720 -6.0765 3.3228 0.052 -0.029 -0.080 -0.465
C 1.0448 -0.4132 2.3618 -0.243 0.177 -0.064 -0.760
H -6.1145 -0.6884 -8.8188 -0.009 0.013 0.008 0.370
H 0.4186 -0.7720 3.1707 -0.052 -0.039 0.104 0.369
N -3.2481 -2.9901 -6.0643 0.004 -0.020 -0.002 1.041
S -0.0832 6.1398 2.2412 0.188 1.808 -0.097 1.051
```
Forces are in eV/Å.